A gas-phase ion, C2H7NPS (charge +1) at a distorted geometry. Source: OMol25; level of theory: ωB97M-V/def2-TZVPD.

Summary:
E_HOMO = -13.8182 eV
ΔE to the lowest compared entry with this formula, charge and spin = 3.78 kcal/mol
Strongest force on any atom = 4.15 eV/Å
Kohn-Sham gap = 8.1 eV
Total charge = +1

Last columns: bonded neighbours and bond lengths (Å).
Cartesian coordinates (Å):
1 C 1.3077 -0.6997 -0.4485  N2 1.573, H6 1.099, H7 1.113, H8 1.131
2 N 0.1542 -0.1192 0.4490  C1 1.573, C3 1.450, H9 1.042, H10 1.024
3 C -0.5193 1.1289 0.1450  N2 1.450, P4 2.003, H11 1.310, H12 1.136
4 P -2.4467 0.8256 -0.3093  C3 2.003, S5 1.908
5 S -2.6738 -1.0391 0.0234  P4 1.908
6 H 2.0779 -1.1228 0.2118  C1 1.099
7 H 0.6895 -1.3936 -1.0606  C1 1.113
8 H 1.9829 0.1425 -0.7856  C1 1.131
9 H -0.4815 -0.8999 0.1798  N2 1.042
10 H 0.3565 -0.3274 1.4315  N2 1.024
11 H 0.1226 1.6625 -0.8646  C3 1.310
12 H -0.5699 1.8423 1.0281  C3 1.136

=====

2 unconnected molecules or ions with the total composition C5H7NS2 at a distorted geometry. Source: OMol25; level of theory: ωB97M-V/def2-TZVPD.

Summary:
E_HOMO = -9.1085 eV
ΔE to the lowest compared entry with this formula, charge and spin = 33.10 kcal/mol
Strongest force on any atom = 4.96 eV/Å
Kohn-Sham gap = 8.7 eV

Last columns: bonded neighbours and bond lengths (Å).
Cartesian coordinates (Å):
1 S 1.6142 1.6774 -0.0897  C2 1.621
2 C 0.1427 1.4875 0.5637  S1 1.621, N3 1.378, H8 1.126
3 N -0.9094 0.8199 -0.0257  C2 1.378, C4 1.407, C7 1.420
4 C -0.9705 0.1524 -1.2630  N3 1.407, C5 1.342, H9 1.097
5 C -2.0963 -0.5474 -1.4723  C4 1.342, C6 1.509, H10 1.075
6 C -2.8641 -0.3663 -0.1856  C5 1.509, C7 1.347, H11 1.111
7 C -2.1327 0.4522 0.5946  N3 1.420, C6 1.347, H12 0.977
8 H -0.0993 1.7862 1.6220  C2 1.126
9 H -0.0673 0.4249 -1.8225  C4 1.097
10 H -2.2409 -1.1429 -2.3559  C5 1.075
11 H -3.8456 -0.8413 0.0294  C6 1.111
12 H -2.4177 0.8385 1.4457  C7 0.977
13 S 4.5616 -0.5340 0.4562  H14 1.297, H15 1.369
14 H 4.2156 0.2593 -0.5093  S13 1.297
15 H 3.3751 -1.1944 0.6305  S13 1.369

=====

What is the strongest force on any atom in the first record? 4.15 eV/Å

=====

Which formula does entry 1 have? C2H7NPS